No. 1
# C42H49BFN12O3Pt

A structure of composition C42H49BFN12O3Pt in a non-equilibrium geometry (ωB97M-V/def2-TZVPD, the OMol25 dataset).

Each line ends with the Mulliken charge.
Geometry (Å):
H: -4.9359 1.2376 0.9597  0.2418
C: -1.4872 0.4949 -4.8856  0.9024
H: -6.1438 -4.3011 -2.8196  0.4437
C: -2.8823 -1.2717 0.7025  -1.4375
C: 1.0607 -2.2097 -3.2515  -0.0376
N: -1.7876 -0.4262 -1.0119  0.3739
H: 0.0534 0.9113 2.2166  0.5213
H: 5.8260 1.9006 7.4621  0.4198
N: 2.9225 1.5097 5.7205  0.1250
C: 1.0773 0.9253 2.5657  -0.6096
C: -3.5570 1.1507 -4.3516  0.8104
C: 4.1934 0.4024 -0.0864  -0.2118
C: 2.1253 0.7275 1.6503  1.2336
C: -1.2632 -2.2935 -3.2536  0.7014
H: 1.7439 4.2199 -2.1316  0.4606
N: -2.9508 0.2490 -0.8845  0.5572
H: 1.2309 0.5116 6.4849  0.4568
C: 6.3986 -0.8023 1.8804  -1.0013
H: -5.6538 0.2814 -0.3363  0.3023
C: -1.2749 -3.4659 -3.9979  0.3264
H: 5.3042 0.4479 6.5727  0.3962
H: -2.9921 0.8254 -6.4626  0.5953
C: -3.4164 -4.2964 -0.2883  -0.4284
C: 4.1028 2.2180 6.1616  -0.9172
H: -3.9399 3.8093 0.1826  0.2351
H: -0.5240 5.2422 -0.4740  0.5597
H: -0.2493 -2.2261 1.2369  0.4205
C: 2.8853 0.1817 7.7752  -0.7688
H: 6.2810 -1.4434 1.0070  0.3494
O: 0.5936 0.3963 -0.0883  -1.4464
C: -0.5670 -2.2941 0.1957  -1.4052
H: 4.7140 1.0022 3.8421  0.6271
H: 6.4688 1.0611 0.7720  0.4558
C: 5.9108 0.6052 1.5884  -0.9524
H: -4.1839 1.9894 -1.6169  0.0005
H: 0.0826 -0.8926 -5.3742  0.1367
C: -3.6774 -4.3102 -3.9005  -0.6326
H: 3.8478 1.7301 8.7866  0.3912
N: 4.4847 0.6243 1.1940  0.2455
C: 1.3472 1.1772 3.8717  -0.1880
H: 7.4557 -0.7813 2.1412  0.4107
C: 4.9684 1.3567 7.0708  -0.6393
H: 1.9632 -1.6816 -2.9957  0.1277
C: 1.1212 -3.3902 -3.9604  -0.9804
N: -1.5874 0.6409 -3.5570  -0.1644
N: -4.6552 -4.2838 0.1839  -0.5203
N: 4.1227 0.9112 8.2362  -0.1361
H: -5.0325 2.6623 -4.0393  0.2835
H: 5.0323 0.2658 -0.7589  0.6662
C: -1.6994 -1.3494 -0.0252  1.1276
C: -4.9687 1.6230 -4.3625  -1.3856
H: -3.1723 -1.9088 1.5197  0.6717
H: 5.8476 -1.2500 2.7089  0.3045
C: 2.9221 0.3578 -0.6050  0.5488
C: -0.2248 0.1344 -5.5826  -1.2249
C: 1.5363 3.4114 -1.4308  -1.2723
C: -0.0468 -4.0081 -4.3629  -0.6289
C: -0.7994 4.2516 -0.7944  -1.5990
C: -3.6408 -0.2566 0.1449  0.7760
C: 0.0624 3.2699 -1.2703  0.7209
F: 0.3285 1.4433 4.7073  -0.3865
C: 2.6731 1.2193 4.3797  -0.5430
C: -2.7318 0.8102 -5.4180  -1.6252
C: -2.5303 -4.0443 -4.5209  -1.5318
Pt: -0.2826 0.2595 -2.1297  1.9825
N: -2.8462 1.0306 -3.2181  0.9020
C: 3.7025 1.0180 3.4744  -0.4650
H: 1.9994 2.5021 -1.8084  0.0524
O: 1.6688 0.4952 -2.6258  -0.9655
H: -5.4290 -0.4292 1.2666  0.4672
B: -3.1111 1.5031 -1.7502  -1.2517
H: 2.3074 -0.0877 8.6574  0.4173
H: 4.6685 0.3154 8.8618  0.3570
H: -3.1899 5.3756 -0.1372  0.4045
N: -0.6671 2.2026 -1.6107  0.1610
H: 3.7919 3.1114 6.7212  0.3042
C: 2.0893 1.0726 6.8285  -0.6054
H: 1.9861 3.6857 -0.4765  0.3503
C: 3.4500 0.7980 2.1085  -0.5197
H: -4.4853 -4.6796 -4.5221  0.4088
H: -0.3702 0.2295 -6.6556  0.4920
H: 6.0398 1.2616 2.4418  0.4546
H: -0.8883 -3.3191 0.0009  0.2415
H: 1.7049 1.9413 7.3781  0.3089
H: -3.9989 4.5013 -1.4375  0.2922
H: -2.1915 -1.8338 -2.9584  0.3664
C: -3.3772 4.3875 -0.5498  -1.3684
C: -4.0124 -4.2512 -2.4679  1.0566
C: -5.6240 -4.2694 -0.7293  -0.3016
H: -5.3675 1.5555 -5.3714  0.4278
H: -2.4921 -4.2633 -5.5830  0.4858
C: -2.0798 3.7359 -0.8831  1.0177
H: -0.0106 -4.9085 -4.9636  0.6026
H: 0.5883 0.7988 -5.2874  0.2536
H: 0.2902 -2.0821 -0.4281  -0.0930
C: -4.9915 0.2379 0.5274  -1.6004
C: -5.3496 -4.2712 -2.0866  -0.7014
H: -2.6273 -4.3586 0.4555  0.6699
H: 4.6896 2.5744 5.3197  0.5279
H: 3.2319 -0.7220 7.2758  0.3413
H: -5.5935 1.0238 -3.7009  0.2986
C: 2.8122 0.1662 -2.0760  -0.3648
N: -0.1211 -1.6638 -2.9091  1.2006
O: 3.7282 -0.3000 -2.7107  -0.6765
N: -1.9833 2.4909 -1.3805  0.9907
N: -3.0321 -4.2527 -1.5551  -0.2246
C: 1.8155 0.4803 0.2541  0.0324
H: -6.6440 -4.2723 -0.3620  0.4512
H: 2.0898 -3.7925 -4.2202  0.5656

Computed properties:
* net charge: +3
* frontier orbital gap: 7.2 eV
* energy above the lowest of the compared OMol25 structures with the same formula, charge and spin: 0.0 kcal/mol
* highest occupied orbital energy: -0.5538 Eh
* electronic energy: -2755.98436 Ha

No. 2
# C2H7OS

A cluster of 2 separate species, C2H7OS in total (ωB97M-V/def2-TZVPD, the OMol25 dataset).

Each line ends with the natural charge from an NBO analysis.
Geometry (Å):
H: 0.1055 0.0809 1.3859  0.2361
H: -3.3682 -1.5468 0.4132  0.0984
H: 1.7850 0.5188 1.2167  0.1759
H: 1.2419 -1.0974 0.6429  0.1995
H: -0.9337 -0.3456 -0.9993  0.5017
S: -2.5807 -0.4729 0.2751  -1.0136
C: 0.7507 0.6154 -0.6194  -0.0413
H: 1.7271 0.6904 -1.1034  0.1379
O: -0.1157 -0.0529 -1.4889  -0.7907
H: 0.4105 1.6527 -0.4638  0.1337
C: 0.9777 -0.0424 0.7409  -0.6377

Computed properties:
* net charge: -1
* frontier orbital gap: 7.2 eV
* energy above the lowest of the compared OMol25 structures with the same formula, charge and spin: 3.7 kcal/mol
* highest occupied orbital energy: -0.1084 Eh
* electronic energy: -553.85808 Ha

No. 3
# C2HFO3

A cluster of 2 separate species, C2HFO3 in total in a non-equilibrium geometry (ωB97M-V/def2-TZVPD, the OMol25 dataset).

Each line ends with the natural charge from an NBO analysis.
Geometry (Å):
C: -1.4078 -0.0789 -0.2329  0.7412
O: 1.0760 -0.4962 0.6181  -0.5264
O: 2.7849 0.8040 -0.1664  -0.4988
F: -1.9478 -0.8572 0.7035  -0.3348
C: 1.9301 0.1523 0.2176  1.0281
H: -1.3052 0.9424 0.1640  0.1108
O: -1.1302 -0.4664 -1.3039  -0.5201

Computed properties:
* frontier orbital gap: 12.4 eV
* energy above the lowest of the compared OMol25 structures with the same formula, charge and spin: 0.1 kcal/mol
* highest occupied orbital energy: -0.4379 Eh
* electronic energy: -402.43191 Ha

No. 4
# C4H9NO2

The molecule C4H9NO2 in a non-equilibrium geometry (ωB97M-V/def2-TZVPD, the OMol25 dataset).

Each line ends with the natural charge from an NBO analysis.
Geometry (Å):
O: -0.9721 0.6234 -1.7738  -0.6328
C: 0.4506 0.3007 0.0439  -0.5615
H: 1.3228 -0.1255 -0.4705  0.2321
O: -1.1723 -0.9781 1.5555  -0.7028
H: 0.8997 -2.3699 0.3780  0.1931
C: -0.3465 1.1610 -0.8754  0.6687
H: -1.1984 2.8940 -1.2460  0.3986
H: -1.6221 -0.8712 -0.3596  0.2130
N: -0.5523 2.4838 -0.5862  -0.8252
H: 0.1903 3.0777 -0.2542  0.3899
H: 0.9155 0.9096 0.8631  0.2150
H: -0.3861 -0.8115 2.0781  0.4575
C: 0.0110 -2.2164 -0.2376  -0.6430
C: -0.6983 -0.9633 0.2441  0.1548
H: 0.3076 -2.0238 -1.2746  0.2236
H: -0.6032 -3.1239 -0.2220  0.2191

Computed properties:
* frontier orbital gap: 10.6 eV
* energy above the lowest of the compared OMol25 structures with the same formula, charge and spin: 37.2 kcal/mol
* highest occupied orbital energy: -0.3581 Eh
* electronic energy: -363.02627 Ha

No. 5
# C21H26BeN7O4S3Se

A structure of composition C21H26BeN7O4S3Se in a non-equilibrium geometry (ωB97M-V/def2-TZVPD, the OMol25 dataset).

Each line ends with the natural charge from an NBO analysis.
Geometry (Å):
H: -1.2448 0.5265 -0.0813  0.4232
N: 0.9018 0.6072 2.3184  -0.7415
H: -6.3354 -3.3719 0.6732  0.2298
H: 5.2233 2.0573 1.0606  0.2497
H: -1.4675 -1.2778 -1.9743  0.2392
C: 0.1440 1.6754 2.4379  0.3060
H: -5.3005 -1.9705 -2.1519  0.2201
H: -6.9782 -3.1288 -0.9501  0.2225
C: 2.2314 -2.9662 1.8961  0.3184
Se: 3.7535 -0.2083 0.3515  -0.3905
N: 4.0372 0.7147 -2.3792  -0.3299
S: 2.6165 -3.7188 3.4242  0.4251
H: 2.1224 -2.2329 5.3206  0.2580
C: -4.1317 0.6580 -0.4050  -0.3870
C: -5.1692 -1.2794 -1.3327  -0.2183
C: 4.8026 2.7586 -2.1283  -0.0471
O: -3.1761 2.7330 -1.7572  -0.9184
C: -5.7252 -0.5550 0.8844  -0.2096
H: 4.5517 -0.9814 -3.4673  0.2220
C: 2.0790 -2.2936 4.2537  -0.4372
C: -4.8418 0.5042 0.7688  -0.1616
H: 5.1820 3.7503 -2.2565  0.2416
N: -0.1334 2.5199 1.4414  -0.7799
S: -0.3904 1.9502 4.0695  0.4489
C: -0.5896 -0.6683 -2.2079  -0.5231
H: -0.2666 -0.9159 -3.2188  0.2428
Be: 1.5092 -0.3941 1.0483  1.5980
O: 1.2735 -2.0091 -1.4808  -0.6781
C: -0.9439 0.8187 -2.1055  -0.2200
H: -0.0470 1.4265 -2.2914  0.1902
H: -6.2979 -0.6727 1.7915  0.2229
C: 4.4649 1.8261 -3.0516  -0.0643
H: 3.9873 3.3006 0.7854  0.2215
S: -2.9327 1.9593 -0.5839  2.3331
H: -7.7440 -2.3478 0.4409  0.2305
C: -5.8873 -1.4681 -0.1556  0.0228
N: 1.7654 -1.7483 2.0471  -0.7851
H: 4.5037 1.8687 -4.1206  0.2431
O: -2.7764 2.6320 0.6857  -0.9778
H: 0.3749 0.1593 5.5722  0.2563
C: 4.1065 0.9631 -1.0580  0.2777
H: 3.2453 -1.2090 -2.2863  0.2706
H: -1.0618 2.9474 1.4094  0.4511
C: -4.2974 -0.2141 -1.4629  -0.1313
H: -4.6977 1.2200 1.5629  0.2430
C: 4.8768 2.8259 0.3674  -0.4135
C: 1.6633 -1.3645 3.3628  0.1820
N: 4.5832 2.2126 -0.8977  -0.3350
H: 2.9372 -0.3299 -3.7998  0.2173
H: 5.6571 3.5710 0.2339  0.2247
H: -1.6898 1.0953 -2.8527  0.2331
C: 0.5078 -1.0935 -1.2346  0.8316
C: -6.7942 -2.6447 0.0041  -0.6348
N: 2.3655 -3.5460 0.7152  -0.7734
N: -1.4754 1.1835 -0.8081  -0.9076
C: 1.0424 -0.0742 3.5073  0.0965
C: 0.4233 0.5050 4.5627  -0.4139
O: 0.5496 -0.4261 -0.1340  -0.9861
H: 2.7555 -4.4660 0.6276  0.4144
H: 0.1633 2.2024 0.5277  0.4126
C: 3.6707 -0.5217 -3.0168  -0.4261
H: -3.7569 -0.0460 -2.3805  0.2150
H: 2.0810 -3.0282 -0.1210  0.4559

Computed properties:
* net charge: +1
* frontier orbital gap: 8.6 eV
* highest occupied orbital energy: -0.3934 Eh
* electronic energy: -5110.87329 Ha

No. 6
# C3H6N2O2

The molecule C3H6N2O2 (ωB97M-V/def2-TZVPD, the OMol25 dataset).

Each line ends with the natural charge from an NBO analysis.
Geometry (Å):
H: -0.1672 2.4128 -1.4546  0.2041
N: 0.3820 -1.4821 0.4999  -0.6627
N: -0.1273 0.6375 -0.3669  -0.6324
O: 1.4456 0.3867 1.2579  -0.6178
H: 1.0949 2.3272 -0.2034  0.2283
C: -0.7498 -2.1625 0.1084  0.5354
H: 1.0501 -2.0102 1.0468  0.4260
H: -1.5340 -1.5115 -0.3145  0.1097
O: -0.8872 -3.3572 0.2244  -0.5600
H: -0.5922 2.6010 0.2652  0.2005
H: -0.5929 0.1738 -1.1295  0.3967
C: 0.0590 2.0760 -0.4410  -0.4140
C: 0.6191 -0.0915 0.5075  0.7863

Computed properties:
* frontier orbital gap: 10.9 eV
* energy above the lowest of the compared OMol25 structures with the same formula, charge and spin: 12.7 kcal/mol
* highest occupied orbital energy: -0.3784 Eh
* electronic energy: -377.93904 Ha